Record 1
Here is a 7-piece molecular cluster, C28H42N10OP overall from the Open Molecules 2025 dataset. Energies are from the ωB97M-V functional and the def2-TZVPD basis.

The geometry in XYZ format:
```
82
Properties=species:S:1:pos:R:3:forces:R:3
N -1.941477 -3.425971 -3.131595 0.7 -0.4 -0.9
P -0.244830 -3.547005 -3.158847 0.0 -0.4 0.1
O 0.090851 -2.570986 -1.890716 0.0 0.5 -0.3
C 0.115604 -2.390380 -4.606047 -0.3 0.1 0.2
C 1.595645 -2.097181 -4.703823 0.5 -0.8 -0.4
N 1.879838 -1.291898 -5.944416 -1.1 1.0 0.8
C 0.832181 -1.130369 -6.786845 0.3 -0.6 0.0
N 0.545115 0.080075 -7.272586 0.4 0.0 -0.3
N 0.105157 -2.222137 -7.086926 -0.6 0.9 0.3
C -0.274307 -3.077513 -5.906682 0.7 -0.5 0.0
H -2.329411 -4.344552 -3.316783 -0.3 0.1 0.2
H -2.332264 -2.758665 -3.788029 -0.2 0.1 0.3
H 0.986371 -2.212653 -1.870907 0.0 -0.2 0.2
H -0.465192 -1.472138 -4.437364 0.1 0.0 -0.1
H 2.022333 -1.600335 -3.834637 -0.1 0.3 -0.1
H 2.121322 -3.050999 -4.803037 0.1 0.1 0.0
H 2.333387 -0.404625 -5.757696 0.1 -0.1 0.0
H 0.869422 0.896986 -6.780773 0.3 0.0 -0.3
H 0.110711 0.228241 -8.170757 -0.2 -0.1 0.1
H -0.691039 -1.982312 -7.665280 0.0 -0.2 0.0
H 0.270010 -4.022427 -5.973982 0.0 0.0 -0.1
H -1.331032 -3.321368 -5.973830 -0.1 0.2 -0.1
N 5.067874 -1.976824 -6.223019 0.0 0.0 0.1
C 5.304838 -3.218934 -6.754436 0.0 0.0 0.0
C 6.561453 -3.600605 -6.373989 0.0 0.0 0.0
C 7.106627 -2.551884 -5.583667 0.0 0.0 0.0
C 6.165063 -1.563532 -5.508089 0.0 0.0 0.0
H 4.225942 -1.450525 -6.343885 0.0 -0.1 -0.2
H 4.564462 -3.719908 -7.354792 0.0 0.0 0.0
H 7.042125 -4.528152 -6.634728 0.0 0.0 0.0
H 8.081791 -2.527463 -5.127769 0.0 0.0 0.0
H 6.184293 -0.606517 -5.013261 0.0 0.0 0.0
N 3.418501 0.459250 -2.459779 0.0 -0.1 -0.1
C 2.457582 1.361772 -2.080223 -0.1 -0.1 0.0
C 2.623855 1.599975 -0.744893 0.0 0.1 0.1
C 3.735752 0.829832 -0.304233 -0.1 -0.1 0.0
C 4.206061 0.134138 -1.383651 -0.1 0.0 0.0
H 3.543716 0.098324 -3.385664 0.2 0.1 0.0
H 1.739071 1.750139 -2.782563 0.0 0.0 0.0
H 2.023656 2.267870 -0.149920 0.1 0.1 0.0
H 4.137150 0.787715 0.693910 0.0 0.0 0.0
H 5.021116 -0.562688 -1.479049 0.0 0.0 0.0
N -0.647171 2.194113 1.189403 0.0 0.0 0.0
C -1.948164 1.826875 1.410572 0.0 -0.1 0.0
C -2.542067 2.817810 2.146037 0.0 0.0 0.0
C -1.561068 3.821408 2.378447 0.0 0.0 0.0
C -0.403405 3.407523 1.775990 0.0 0.0 0.0
H 0.023332 1.650726 0.677585 0.0 0.0 0.0
H -2.337988 0.898274 1.027305 0.0 0.0 0.0
H -3.565090 2.825997 2.484023 0.0 0.0 0.0
H -1.694568 4.739539 2.925829 0.0 0.0 0.0
H 0.566256 3.872236 1.715253 0.0 0.0 0.0
N -2.597537 2.607090 5.589923 0.0 -0.1 0.1
C -3.894899 2.238567 5.821098 0.0 0.0 0.0
C -4.486189 3.229145 6.561581 0.0 0.0 0.0
C -3.505348 4.235476 6.782250 0.0 0.0 0.0
C -2.352435 3.821785 6.168331 0.0 0.0 -0.1
H -1.927890 2.071002 5.067736 0.0 0.1 -0.1
H -4.285090 1.309607 5.442133 0.0 0.0 0.0
H -5.506411 3.232799 6.906923 0.0 0.0 0.0
H -3.630424 5.152581 7.332979 0.0 0.0 0.0
H -1.381372 4.281429 6.100592 0.0 0.0 0.0
N -3.853728 -2.019123 1.885458 0.0 0.0 0.0
C -4.494000 -1.064951 1.145724 0.0 0.0 0.0
C -4.050677 -1.171659 -0.146045 0.0 0.0 0.0
C -3.104180 -2.234670 -0.187555 0.0 0.1 0.1
C -3.006528 -2.734609 1.084531 0.0 0.0 0.0
H -3.985808 -2.171269 2.868484 0.0 0.0 0.0
H -5.208382 -0.397685 1.596460 0.0 0.0 0.0
H -4.373038 -0.555773 -0.969762 0.0 0.0 0.0
H -2.563755 -2.585660 -1.048595 0.0 0.0 0.1
H -2.410528 -3.536584 1.485510 0.0 0.0 0.0
N -1.882716 2.151805 9.060832 0.0 -0.1 0.0
C -2.240325 2.723973 10.247471 0.0 0.0 0.0
C -1.296183 2.384419 11.181329 0.0 0.0 0.0
C -0.328718 1.574573 10.527645 0.0 0.0 0.0
C -0.720617 1.450878 9.220029 0.0 0.0 0.0
H -2.397265 2.239764 8.200484 0.0 0.1 0.0
H -3.131330 3.322862 10.326712 0.0 0.0 0.0
H -1.297910 2.683307 12.216132 0.0 0.0 0.0
H 0.551428 1.135060 10.966472 0.0 0.0 0.0
H -0.270875 0.925918 8.394381 0.0 0.0 0.0
```
Forces are in eV/Å.

LUMO energy, eV: -3.55
HOMO, eV: -8.9
Frontier orbital gap, Eh: 0.19604
Net charge: +1
Electronic energy, eV: -55947.801

Record 2
Here is C28H42NS4Si4TcTe as an isolated structure from the Open Molecules 2025 dataset. Energies are from the ωB97M-V functional and the def2-TZVPD basis.

The geometry in XYZ format:
```
81
Properties=species:S:1:pos:R:3:forces:R:3
Tc 0.073462 -0.198318 -0.042512 -0.5 -0.6 0.2
S 0.083370 0.029329 -2.424351 -0.2 0.1 0.8
C 1.779319 -0.143225 -2.828841 0.2 0.0 -0.1
C 2.140337 -0.323361 -4.167723 0.0 0.0 0.1
C 3.463791 -0.511608 -4.522724 0.0 0.0 0.0
C 4.461426 -0.521127 -3.554660 0.1 0.0 0.0
C 4.125072 -0.325072 -2.227262 0.0 0.1 0.0
C 2.795307 -0.123526 -1.873633 0.0 0.0 0.1
S 2.413255 0.065683 -0.135472 0.2 0.0 -0.2
C 2.487115 1.873811 0.131255 0.0 -0.2 0.1
C 1.156905 2.577188 0.161626 0.1 0.0 0.0
C 1.135969 3.950155 0.340468 -0.1 0.1 0.0
C -0.076814 4.615543 0.361730 0.0 -0.1 0.0
C -1.240443 3.884620 0.183127 0.0 0.1 0.0
C -1.159979 2.516763 0.006538 -0.1 0.0 0.0
C -2.397266 1.729868 -0.311438 0.0 -0.3 0.0
S -2.279329 -0.052007 0.068828 -0.1 0.1 0.1
C -2.674249 -0.093786 1.809815 0.0 0.0 0.0
C -4.015819 -0.119069 2.174717 0.0 0.1 0.0
C -4.360936 -0.172870 3.513090 0.0 0.0 0.0
C -3.359153 -0.197585 4.476943 0.0 0.0 0.1
C -2.025117 -0.188612 4.112635 0.0 0.0 -0.1
C -1.658743 -0.158288 2.763296 -0.3 0.0 -0.1
S 0.034169 -0.278702 2.336695 0.5 0.4 -0.6
N 0.022060 1.869658 0.026950 0.0 1.0 0.1
H 1.358220 -0.323128 -4.915787 0.0 0.0 0.0
H 3.717687 -0.658985 -5.564299 0.0 0.0 0.0
H 5.492929 -0.688872 -3.832818 0.0 0.0 0.0
H 4.886317 -0.332455 -1.456700 0.0 0.0 0.0
H 3.126941 2.296337 -0.642256 0.0 0.0 0.0
H 2.987196 2.001520 1.092558 0.0 0.1 0.0
H 2.066731 4.485727 0.466872 0.0 0.0 0.0
H -0.114285 5.687041 0.502438 0.0 0.0 0.0
H -2.206635 4.369124 0.171170 0.0 0.0 0.0
H -2.558709 1.748562 -1.392659 0.0 0.1 0.0
H -3.274121 2.136283 0.187307 0.0 0.0 0.0
H -4.778639 -0.101092 1.405306 0.0 0.0 0.0
H -5.402275 -0.206340 3.802500 0.0 0.0 0.0
H -3.623491 -0.237319 5.525735 0.0 0.0 0.0
H -1.244543 -0.215422 4.861711 0.0 0.0 0.0
C 1.776422 -5.087187 2.981524 -0.2 -0.1 -0.2
Si 0.156222 -5.772472 2.301914 -0.1 0.1 0.1
C -1.298227 -4.974603 3.201370 0.1 -0.1 -0.2
C 0.095632 -7.654267 2.432537 0.0 0.2 -0.1
Si 0.007231 -5.258091 -0.031485 0.0 -0.4 0.2
Te 0.295930 -2.737107 -0.206922 0.3 -1.0 -0.5
Si 1.901019 -5.933379 -1.320736 0.1 0.0 -0.2
C 1.918876 -7.821268 -1.356736 -0.1 0.2 0.1
C 1.732563 -5.217504 -3.060079 -0.1 -0.1 0.2
C 3.468181 -5.244370 -0.524397 -0.3 -0.1 0.0
Si -2.114379 -5.760964 -1.006518 -0.2 0.1 -0.1
C -2.158309 -5.061131 -2.758413 0.1 -0.1 0.2
C -3.481473 -4.966976 0.025167 0.2 -0.1 -0.1
C -2.268280 -7.641934 -1.020028 0.1 0.2 0.1
H 1.847534 -5.243004 4.059957 -0.1 0.0 0.0
H 1.846815 -4.012955 2.792742 0.0 0.0 0.0
H 2.641124 -5.565236 2.518415 0.0 0.0 0.0
H -1.222142 -5.128116 4.280148 0.1 0.0 0.0
H -2.252654 -5.389652 2.873817 0.0 0.0 0.0
H -1.320736 -3.897220 3.017844 0.0 0.0 0.0
H 0.160901 -7.978154 3.473355 0.0 0.1 0.0
H 0.923219 -8.115577 1.889752 0.0 0.0 0.0
H -0.833681 -8.051756 2.019817 0.0 0.0 0.0
H 1.003357 -8.213805 -1.804059 0.0 0.0 0.0
H 1.999338 -8.235126 -0.349449 0.0 0.0 0.0
H 2.761103 -8.200179 -1.939111 0.0 0.1 0.0
H 0.868044 -5.628539 -3.584468 0.0 0.0 0.0
H 2.618239 -5.428638 -3.663080 0.0 0.0 0.1
H 1.610068 -4.132069 -3.012320 0.0 0.0 0.0
H 3.644706 -5.673819 0.463264 0.0 0.0 0.0
H 3.385624 -4.160574 -0.408843 0.0 0.0 0.0
H 4.346800 -5.450903 -1.138863 0.0 0.0 -0.1
H -1.940875 -3.989982 -2.749217 0.0 0.0 0.0
H -3.139365 -5.201027 -3.216873 0.0 0.0 0.1
H -1.419602 -5.543700 -3.400500 0.0 0.0 0.0
H -3.308538 -3.892893 0.129059 0.0 0.0 0.0
H -3.530791 -5.394903 1.027605 0.0 0.0 0.0
H -4.458022 -5.105801 -0.443533 0.0 0.0 -0.1
H -1.463320 -8.098940 -1.599264 0.0 0.0 0.0
H -3.215015 -7.956319 -1.463882 0.0 0.1 0.0
H -2.223791 -8.052812 -0.009487 0.0 0.0 0.0
```
Forces are in eV/Å.

LUMO energy (alpha / beta), eV: -4.13 / -4.41
Relative energy (zero: lowest compared OMol25 entry of this formula, charge and spin), kcal per mole: 6.0
HOMO (alpha / beta), eV: -10.0 / -9.7
Frontier orbital gap (alpha / beta), Eh: 0.21620 / 0.19262
Spin multiplicity: 2
Net charge: +1
Electronic energy, eV: -115550.837

Record 3
Here is a 7-piece molecular cluster, C28H42O21 overall from the Open Molecules 2025 dataset. Energies are from the ωB97M-V functional and the def2-TZVPD basis.

The geometry in XYZ format:
```
91
Properties=species:S:1:pos:R:3:forces:R:3
C -1.834280 -3.020737 -4.041606 0.2 0.2 -1.7
C -1.132420 -2.257247 -5.220046 0.0 0.4 2.2
C 0.213580 -2.834797 -5.492586 1.7 -1.0 -0.4
O -0.037490 -3.769897 -6.553946 -0.1 -1.6 -0.1
C -1.167760 -3.447577 -7.153426 -0.4 0.4 -0.1
O -1.600020 -3.907517 -8.164206 0.0 -0.2 -0.1
O -1.772190 -2.465287 -6.455626 -1.3 0.7 -0.3
H -2.899850 -2.797897 -3.986986 0.0 0.1 -0.2
H -1.392470 -2.728417 -3.088996 0.3 -0.3 -0.1
H -1.703820 -4.060727 -4.340796 -0.1 -0.4 0.8
H -1.062450 -1.234377 -4.849996 -0.1 0.4 -1.0
H 0.601460 -3.382177 -4.633506 0.1 0.1 -0.1
H 1.016320 -2.325637 -6.025946 -0.1 1.4 1.2
C -5.829370 0.770843 4.819864 -0.9 -0.3 0.1
C -5.808730 -0.297147 3.730384 -0.6 0.7 -0.5
C -6.796460 -0.152247 2.519074 -1.4 -1.3 1.1
O -6.033650 -0.418447 1.365584 1.3 0.9 0.5
C -4.742250 -0.374947 1.752514 1.0 -0.1 -1.5
O -3.841720 -0.588617 0.993134 -0.3 0.2 0.6
O -4.605420 -0.066197 3.060704 1.6 -0.2 -1.5
H -6.571700 0.514963 5.575894 0.0 0.1 0.2
H -6.092040 1.748873 4.416684 -0.1 -0.1 -0.3
H -4.854890 0.901953 5.290274 0.0 -0.4 0.0
H -5.770370 -1.338527 4.050024 -0.3 0.1 0.6
H -7.326800 0.799523 2.550514 0.3 0.2 -0.5
H -7.486400 -0.988357 2.405084 -0.7 0.3 1.1
C -2.115520 2.766443 4.175014 0.5 1.8 -0.1
C -2.622000 3.792293 3.078344 0.2 -3.0 -1.9
C -2.365830 3.186363 1.646644 1.6 -0.3 0.3
O -3.648010 2.908313 1.104514 2.4 -0.9 -2.2
C -4.526830 3.531973 1.762064 -5.3 0.5 2.2
O -5.723040 3.634643 1.467474 2.9 0.0 0.6
O -4.057990 3.877753 3.001014 0.0 1.1 0.5
H -2.527180 1.757993 4.215724 -0.9 0.4 -0.2
H -2.107030 3.306803 5.121614 -0.5 -0.4 0.3
H -1.060270 2.514053 4.070884 0.3 0.5 -0.6
H -2.145710 4.771713 3.034014 -0.3 0.0 1.0
H -1.750860 2.286513 1.660434 -0.5 -0.3 0.2
H -1.782900 3.828683 0.986544 -0.5 0.5 -0.1
C 3.280950 -2.667187 5.922114 0.0 -1.4 -0.4
C 3.381950 -3.568697 4.617354 -0.2 1.0 1.7
C 4.799690 -3.798097 4.071924 -0.7 0.5 0.2
O 4.904590 -5.219267 3.974074 0.0 -0.6 0.1
C 3.821200 -5.808647 4.544584 -1.7 -3.6 -1.9
O 3.496080 -7.020897 4.444404 2.0 4.3 0.8
O 2.991970 -4.884057 5.007644 -0.3 -0.5 0.9
H 4.060150 -3.002777 6.606464 0.5 0.3 -0.2
H 2.409130 -2.997807 6.486674 -0.5 0.2 -0.4
H 3.261770 -1.580647 5.837404 0.1 -0.2 -0.5
H 2.641400 -3.310717 3.860294 0.3 0.5 -0.1
H 5.572460 -3.430297 4.746944 0.0 0.0 -0.1
H 4.852220 -3.302307 3.102634 0.5 -0.4 -0.1
C -0.604260 1.663603 -7.077866 1.3 0.3 -1.6
C 0.815640 1.729813 -6.474736 -2.1 0.1 -1.7
C 1.000350 2.892473 -5.581636 0.5 -0.3 1.3
O 1.061210 2.198773 -4.324246 0.6 3.6 2.7
C 1.056300 0.908633 -4.412766 -2.7 -2.2 4.6
O 0.718920 0.109683 -3.497036 1.7 1.6 -1.2
O 0.797090 0.615183 -5.612846 0.9 -2.8 -4.9
H -0.605650 0.639963 -7.452366 -1.1 -0.2 0.5
H -0.650340 2.229513 -8.008306 0.1 0.4 -0.1
H -1.413750 2.060153 -6.465026 0.1 -0.8 0.4
H 1.531800 1.694583 -7.295706 0.3 -0.6 0.3
H 0.099590 3.502753 -5.647036 0.4 0.4 0.5
H 1.942130 3.439893 -5.620276 -0.2 0.2 -0.5
C 0.939570 -1.367627 -0.352076 -0.2 0.9 -0.9
C 0.335390 -0.379997 0.685804 1.7 -2.4 -4.0
C -0.821870 -0.953027 1.428674 -0.3 0.9 -3.3
O -0.312570 -0.924407 2.672474 -1.2 -0.8 5.0
C 0.943100 -0.474117 2.782354 0.5 -0.4 5.0
O 1.568860 -0.351077 3.852744 -1.8 -0.5 -2.7
O 1.375860 -0.236217 1.627494 2.0 2.1 -2.3
H 1.253820 -2.365277 -0.045416 -0.5 0.0 0.7
H 1.836760 -0.949507 -0.808506 0.0 0.3 0.1
H 0.248670 -1.438547 -1.192156 -0.1 -0.2 0.0
H 0.062550 0.510293 0.119204 0.6 0.5 0.5
H -1.095100 -1.924597 1.016974 0.1 -0.3 0.7
H -1.645400 -0.285467 1.175174 -0.4 -0.2 1.2
C 6.185410 2.166973 0.559624 -1.2 -0.6 -0.1
C 5.087090 1.967013 -0.575706 0.8 -0.6 0.7
C 3.677670 2.569083 -0.389936 1.0 -2.2 0.6
O 3.651450 3.591283 -1.353536 -2.0 0.4 0.9
C 4.808030 3.631063 -2.001756 -1.5 8.0 -2.6
O 5.109850 4.631203 -2.698826 -0.8 -3.2 1.2
O 5.556140 2.738383 -1.624106 5.2 -2.2 -0.9
H 6.020820 3.133443 1.036014 0.0 0.2 -0.3
H 7.211860 2.129823 0.194764 -0.3 0.0 -0.5
H 6.165430 1.460243 1.389224 -0.5 -0.3 -0.2
H 4.995990 1.044313 -1.148796 0.2 -1.1 1.5
H 3.586890 2.788843 0.673814 -0.5 1.1 -0.2
H 2.995530 1.751343 -0.622516 -0.5 0.4 -0.2
```
Forces are in eV/Å.

LUMO energy (alpha / beta), eV: 1.98 / 1.96
Relative energy (zero: lowest compared OMol25 entry of this formula, charge and spin), kcal per mole: 79.0
HOMO (alpha / beta), eV: 0.1 / -7.9
Frontier orbital gap (alpha / beta), Eh: 0.06856 / 0.36115
Spin multiplicity: 2
Net charge: -1
Electronic energy, eV: -72710.733